Here is 2 unconnected molecules or ions with the total composition C8H14NO from OMol25. Energies are from wB97M-V/def2-TZVPD.

Structure (XYZ):
```
24
Properties=species:S:1:pos:R:3:forces:R:3
C -2.63286 -2.41002 -1.97857 -0.296 -2.613 0.548
C -2.49193 -1.65762 -0.93856 0.024 -0.323 -0.182
C -2.29666 -1.04429 0.12922 0.067 0.877 1.422
C -0.48999 2.43602 0.63442 1.612 -0.803 -0.141
C 0.73207 0.61370 1.93864 0.676 -2.356 -0.903
C 0.12905 0.97608 -1.74291 0.815 0.808 -2.419
C 1.30074 -0.76077 -0.46521 -0.584 -3.167 1.183
C 0.27385 1.08960 0.66802 -0.547 2.220 -1.711
N 0.49250 0.46422 -0.45492 1.223 -0.515 1.389
O -2.09036 -0.40191 1.08989 0.100 0.128 0.285
H 1.42836 -1.18534 -1.51911 0.548 1.191 1.603
H 0.29840 3.31401 0.58091 -1.791 -1.649 0.602
H -1.01361 2.38561 -0.29388 -0.669 0.673 -0.313
H -1.24521 2.39499 1.43946 0.762 0.639 -0.092
H 0.80941 1.33523 2.64520 0.086 2.517 1.939
H 1.66978 0.06878 1.93291 0.006 -0.185 -0.125
H -0.04624 -0.04038 2.26935 -0.562 -0.840 0.460
H 0.99558 0.87369 -2.47810 -1.029 -0.492 1.079
H -0.76659 0.45312 -2.16849 0.687 0.750 0.492
H 0.09284 2.07362 -1.69353 -0.728 -0.585 -0.172
H 2.13519 -0.77541 0.31924 -0.416 0.638 -2.107
H 0.73589 -1.62526 0.03502 -0.032 1.203 -0.718
H -2.76258 -3.52959 -1.94126 0.105 1.288 0.032
H -2.62498 -1.95211 -2.90394 -0.058 0.595 -2.150
```
Positions in Å, forces in eV/Å.

## Properties
energy relative to the best compared isomer or geometry (same formula, charge and spin)	88.3	kcal/mol
Kohn-Sham gap	8.3	eV
HOMO energy	-12.430	eV
lowest unoccupied orbital energy	-4.11	eV
strongest force on any atom	3.43	eV/Å
calculated total energy	-12050.45665	eV
total charge	+1

---

Here is a single C8H14NOP molecule from OMol25. Energies are from wB97M-V/def2-TZVPD.

Structure (XYZ):
```
25
Properties=species:S:1:pos:R:3:forces:R:3
C -0.15654 3.49602 1.99769 0.201 0.914 0.962
O -1.17725 2.56097 1.45895 1.377 -0.002 1.590
C -1.07612 1.23484 2.15105 0.977 0.982 0.847
P -0.40194 -0.00476 0.82074 -0.700 0.532 -0.312
C -2.09730 -0.15850 -0.05031 -2.027 0.927 -0.223
C 0.49646 -1.11748 -0.46137 2.633 -3.579 -4.538
C 0.57473 -0.68571 -2.02767 1.375 -1.829 -0.397
C 1.35124 -1.51372 -3.23885 -0.091 -1.898 5.911
C 2.05701 -2.90883 -2.64149 -2.490 3.375 2.063
C 1.84008 -3.17532 -1.05003 -0.270 1.041 -1.510
N 1.12560 -2.38937 -0.00479 0.385 1.754 -5.560
H -0.29412 3.61587 3.17651 0.270 -0.384 -2.441
H -0.25421 4.59352 1.56350 -0.209 -2.537 0.524
H 0.94912 3.16225 1.80114 -2.097 0.306 0.249
H -0.20986 1.37920 2.95877 -2.017 -0.674 -1.326
H -2.08993 0.88849 2.62641 1.823 0.961 -0.696
H 0.49146 1.07918 0.39738 -0.569 -0.570 0.189
H -0.08041 -0.96712 1.84652 -0.071 0.172 -0.440
H -2.82635 0.60927 0.49832 1.584 -1.657 -1.241
H -2.61078 -1.20829 0.04485 1.392 1.857 -0.201
H -2.10056 0.16517 -1.18346 0.318 -0.849 2.316
H 0.03981 0.33270 -2.33048 1.304 -2.383 0.681
H 1.42213 -1.16892 -4.35436 -0.247 -0.691 2.489
H 2.68127 -3.63531 -3.34450 -1.537 1.690 1.889
H 2.34646 -4.18415 -0.65451 -1.314 2.544 -0.824
```
Positions in Å, forces in eV/Å.

## Properties
energy relative to the best compared isomer or geometry (same formula, charge and spin)	237.0	kcal/mol
Kohn-Sham gap	8.6	eV
HOMO energy	-8.452	eV
lowest unoccupied orbital energy	0.12	eV
strongest force on any atom	6.35	eV/Å
calculated total energy	-21338.91354	eV
total charge	0

---

Here is a molecular structure, C8H14NOS from OMol25. Energies are from wB97M-V/def2-TZVPD.

Structure (XYZ):
```
25
Properties=species:S:1:pos:R:3:forces:R:3
C -1.43719 -0.03427 -1.50618 0.268 -0.313 1.388
C -2.30512 -0.10665 -0.24336 -0.686 1.148 -0.336
C -0.42581 1.03915 -1.32023 0.643 1.141 2.964
C -1.31734 0.34085 0.89645 -2.482 0.505 1.068
C 1.68656 -1.06219 1.47355 -0.511 1.134 0.812
C 2.04522 -2.03949 0.36070 0.394 -4.699 1.671
C 0.03366 0.78040 0.24703 -2.271 -0.298 -2.584
C 0.94579 -0.35071 0.35406 0.310 -1.042 -0.268
N 1.22143 -1.26851 -0.54667 1.350 1.007 1.215
O 0.47444 1.82802 0.96580 1.533 2.364 1.441
S 1.41457 3.10124 0.29878 -0.087 -1.362 0.301
H -0.82903 -0.92715 -1.53001 -0.618 -0.680 -0.763
H -2.02634 0.14728 -2.34774 -0.745 -0.289 -1.644
H -3.13526 0.71303 -0.36465 1.188 -1.958 0.420
H -2.69601 -1.17618 -0.12530 0.149 1.834 0.076
H 0.44113 0.90142 -1.96517 -0.124 0.754 -0.241
H -0.86595 2.07998 -1.25595 0.688 -1.081 -0.655
H -1.78264 1.22681 1.56111 1.431 -1.841 -1.645
H -1.30600 -0.52505 1.55996 0.721 0.199 0.332
H 0.96753 -1.31845 2.32301 1.172 -0.045 -1.170
H 2.59784 -0.56860 1.87850 -0.891 0.072 -0.203
H 3.15065 -2.21241 0.20812 -1.304 0.661 -0.512
H 1.60448 -3.11251 0.59191 0.752 2.079 -0.799
H 0.33523 3.79958 0.03328 -0.440 0.742 -0.305
H 1.20817 -1.25563 -1.54701 -0.441 -0.036 -0.562
```
Positions in Å, forces in eV/Å.

## Properties
energy relative to the best compared isomer or geometry (same formula, charge and spin)	45.4	kcal/mol
Kohn-Sham gap	8.5	eV
HOMO energy	-12.991	eV
lowest unoccupied orbital energy	-4.49	eV
strongest force on any atom	5.00	eV/Å
calculated total energy	-22886.01639	eV
total charge	+1